Version A
Here is a 2-piece molecular cluster, C2H3NO2S overall from the OMol25 dataset. Energies are from the ωB97M-V functional and the def2-TZVPD basis.

```
9
Properties=species:S:1:pos:R:3:mulliken_charge:R:1
C -0.0549 -0.8154 1.1495 -0.41
C -2.6316 -0.0518 -0.0637 0.73
N 0.4276 0.5769 -0.9263 -0.50
O -2.4128 -0.6991 -1.0016 -0.38
O -3.0043 0.4856 0.8749 -0.34
S 0.8788 -0.9152 -0.1167 0.17
H 0.0856 -1.7659 1.7391 0.22
H 0.6885 1.3078 -0.3785 0.27
H 0.9218 0.8158 -1.8518 0.25
```

=====

Version B
Here is a single C2H3NO2S molecule from the OMol25 dataset. Energies are from the ωB97M-V functional and the def2-TZVPD basis.

```
9
Properties=species:S:1:pos:R:3:mulliken_charge:R:1
O -1.8424 1.6206 -0.0676 -0.43
C -1.3243 0.5700 -0.0137 0.35
S -2.2835 -0.9240 0.0533 -0.21
C 0.1977 0.5574 0.0806 0.06
N 0.9133 -0.4837 -0.1605 -0.31
O 2.2407 -0.1594 0.0892 -0.39
H -1.2303 -1.7363 -0.1723 0.17
H 0.6266 1.5258 0.3576 0.38
H 2.7022 -0.9703 -0.1666 0.37
```

SMILES: O=C(S)/C=N/O

=====

Version C
Here is a 2-piece molecular cluster, C2H3NO2S overall from the OMol25 dataset. Energies are from the ωB97M-V functional and the def2-TZVPD basis.

```
9
Properties=species:S:1:pos:R:3:mulliken_charge:R:1
C -1.1996 0.2326 0.3341 0.73
C -0.3820 -0.5868 -0.3868 -1.20
N -1.7707 1.1295 0.8940 -0.37
O 2.2623 -1.2621 0.5523 -0.48
O 2.4503 0.7343 -0.8646 -0.42
S 1.8920 0.1503 0.3149 0.74
H -0.1654 -1.5966 -0.1952 0.37
H -0.4145 -0.4138 -1.4791 0.31
H -2.6724 1.6127 0.8305 0.31
```

=====

Version D
Here is a single C2H3NO2S molecule from the OMol25 dataset. Energies are from the ωB97M-V functional and the def2-TZVPD basis.

```
9
Properties=species:S:1:pos:R:3:mulliken_charge:R:1
O -0.0736 2.2067 1.5547 -0.43
C 0.4858 1.2954 1.1174 0.77
O 1.6034 0.7668 0.6557 -0.36
N 0.3122 0.0299 0.6076 -0.29
C -0.0574 -1.0097 -0.3813 -0.33
S -0.8536 -0.6271 -1.9385 -0.19
H 0.8424 -1.4703 -0.6643 0.29
H -0.6156 -1.4602 0.3316 0.41
H -1.6436 0.2687 -1.2829 0.13
```

SMILES: O=C1ON1CS

=====

Structures ranked by computed energy, the most stable listed first: version B, version A, version C, version D.

=====

Version A
Here is C2H5N5O as an isolated structure from the OMol25 dataset. Energies are from the ωB97M-V functional and the def2-TZVPD basis.

```
13
Properties=species:S:1:pos:R:3:mulliken_charge:R:1
C -1.5098 0.0292 -0.1205 0.44
C 0.6952 0.8495 0.0813 0.33
H 1.8715 -2.1669 0.9431 0.30
H 2.7689 -0.5144 -0.2624 0.36
H -2.9045 -0.9828 -0.0349 0.30
H -1.0968 1.9401 -0.0157 0.02
H 2.0336 2.2467 0.0661 0.25
N 1.8955 -1.2432 -0.0158 -0.61
N 0.5936 -0.5668 0.3087 0.15
N -2.7865 -0.0222 0.1322 -0.61
N -0.6970 1.1836 0.0786 0.01
N 1.9535 1.1578 -0.1746 -0.63
O -0.5624 -1.1699 -0.3456 -0.30
```

=====

Version B
Here is a single C2H5N5O molecule from the OMol25 dataset. Energies are from the ωB97M-V functional and the def2-TZVPD basis.

```
13
Properties=species:S:1:pos:R:3:mulliken_charge:R:1
N 2.2781 -0.1515 0.0778 -0.60
N 1.1500 0.5112 -0.2276 -0.32
C -0.0165 -0.1314 -0.1638 0.31
C -0.3340 -1.4893 0.1453 -0.01
N -1.6498 -1.7028 0.0538 -0.29
O -2.2190 -0.4721 -0.2529 -0.15
N -1.2848 0.5269 -0.4138 0.25
N -1.4957 1.7243 0.3460 -0.56
H 3.1024 0.5270 -0.4385 0.29
H 2.4114 -1.3375 -0.3300 0.24
H 0.3413 -2.3366 0.6682 0.29
H -0.7017 1.8225 0.8855 0.29
H -1.5816 2.5093 -0.3500 0.28
```

SMILES: N/N=c1\cnon1N

=====

Version C
Here is C2H5N5O as an isolated structure from the OMol25 dataset. Energies are from the ωB97M-V functional and the def2-TZVPD basis.

```
13
Properties=species:S:1:pos:R:3:mulliken_charge:R:1
C 1.1643 0.3155 0.8643 -0.24
C -0.2216 1.0704 -0.3059 0.75
H -1.7109 -1.0391 -1.9410 0.27
H -2.0254 -0.4694 -0.5012 0.27
H 0.5395 -2.4676 1.2625 0.40
H 1.7704 0.0981 1.6385 0.46
H -1.4047 2.6444 0.2336 0.27
N -1.3281 -0.9927 -0.9517 -0.60
N -0.1268 -0.2790 -0.7318 0.09
N 0.3858 -0.7435 0.4814 0.03
N 0.7508 1.4352 0.4502 -0.54
N -1.3079 1.7587 -0.5587 -0.74
O 1.0699 -1.9167 0.6414 -0.42
```

=====

Structures ranked by computed energy, the most stable listed first: version C, version B, version A.

=====

Version A
Here is a 13-piece molecular cluster, C13H52N14O13 overall from the OMol25 dataset. Energies are from the ωB97M-V functional and the def2-TZVPD basis.

```
92
Properties=species:S:1:pos:R:3:mulliken_charge:R:1
C -12.3485 -6.3770 7.9097 -1.33
C -11.3885 -6.9410 8.9297 0.60
C -11.6009 -8.4460 9.0731 -0.95
O -10.0065 -6.5435 8.6655 -0.57
H -12.1096 -6.8759 6.9379 0.27
H -12.2222 -5.3126 7.8624 0.36
H -13.4118 -6.5862 8.0736 0.35
H -11.5982 -6.4625 9.8839 0.23
H -10.9839 -8.8491 9.8408 0.04
H -11.3846 -8.8919 8.0946 0.14
H -12.6093 -8.6447 9.4155 0.50
H -9.5481 -7.2785 8.2802 0.28
C -12.1260 -12.8728 6.9620 -1.38
C -10.8291 -13.1303 7.7487 1.01
C -10.0924 -14.3260 7.1829 0.10
O -10.0321 -11.9699 7.5856 0.44
H -12.9101 -13.5566 7.2572 0.27
H -11.8844 -13.1162 5.9198 0.31
H -12.4484 -11.8429 7.0289 0.38
H -10.9340 -13.3989 8.7559 0.14
H -10.8448 -15.1710 7.2055 -0.15
H -9.2479 -14.5976 7.7736 -0.37
H -9.7071 -14.0542 6.1836 0.14
H -10.2301 -11.3752 8.3598 -0.25
C -9.5195 -14.8415 12.1581 0.66
O -8.5765 -14.2925 12.6681 -0.66
N -10.5891 -14.2121 11.4300 -0.17
N -9.6153 -16.2264 12.2623 -0.41
H -11.3837 -14.7378 11.0699 0.16
H -10.4142 -13.2824 11.1504 0.01
H -10.3417 -16.7501 11.7998 0.05
H -8.7272 -16.6724 12.4578 0.27
C -6.3272 -12.9230 6.4986 0.50
O -6.3406 -11.8389 5.9557 -0.70
N -7.2365 -13.2150 7.4041 0.00
N -5.4770 -13.9024 6.2240 -0.33
H -7.4150 -14.0796 7.8287 0.20
H -8.0121 -12.5085 7.5961 -0.14
H -5.6384 -14.8744 6.2226 0.22
H -4.7049 -13.6509 5.6247 0.23
C -13.1891 -16.4817 9.5157 0.41
O -12.4614 -16.6080 8.5810 -0.43
N -12.8148 -16.8102 10.8719 -0.36
N -14.3822 -15.7387 9.5591 -0.60
H -13.5310 -17.0694 11.5608 0.21
H -12.0823 -17.4971 10.9043 0.21
H -14.8099 -15.6953 8.5777 0.32
H -15.0580 -16.2352 10.1263 0.25
C -12.5550 -15.1672 1.7777 0.66
O -12.5980 -15.5386 2.9750 -0.77
N -11.7650 -14.1732 1.3043 -0.41
N -13.2568 -15.8008 0.8637 -0.42
H -11.2133 -13.6307 1.9096 0.21
H -11.4115 -14.3352 0.3827 0.22
H -13.6555 -16.6468 1.1068 0.21
H -13.3528 -15.4336 -0.0308 0.15
C -8.9035 -10.6203 11.0862 0.67
O -9.8321 -11.0948 10.4102 -0.65
N -8.3502 -11.2067 12.2214 -0.30
N -8.3415 -9.4314 10.6977 -0.36
H -7.8768 -10.5826 12.9075 0.20
H -8.5109 -12.1736 12.3903 0.14
H -7.7232 -8.8465 11.1853 0.14
H -8.7364 -9.0896 9.8721 0.20
C -9.8325 -16.8786 5.1985 0.58
O -9.2998 -17.4843 6.1786 -0.85
N -11.1466 -16.6172 5.2055 -0.13
N -9.0961 -16.5512 4.0969 -0.56
H -11.7885 -16.9133 5.9684 0.14
H -11.7065 -16.1734 4.4848 0.29
H -9.3141 -15.6198 3.7463 0.24
H -8.1465 -16.4676 4.4660 0.33
C -9.9175 -18.2764 9.4889 0.58
O -10.3443 -18.5625 10.6083 -0.78
N -8.8100 -17.3914 9.3707 -0.44
N -10.3095 -18.9401 8.4057 -0.32
H -8.7029 -17.0620 8.4239 0.27
H -8.7883 -16.5795 10.0737 0.21
H -11.1313 -19.4817 8.5721 0.26
H -10.1497 -18.4406 7.5674 0.26
O -6.7227 -16.5584 6.5007 -0.64
H -6.1171 -17.1503 6.9759 0.30
H -7.5748 -17.1347 6.4575 0.30
O -9.4486 -11.3653 4.9643 -0.80
H -8.5374 -11.3006 4.7807 0.33
H -9.5158 -11.5190 5.9425 0.17
O -8.7599 -13.7605 3.1736 -0.67
H -8.9925 -13.1485 3.9001 0.35
H -7.8403 -13.5620 3.0075 0.29
O -8.5569 -9.2153 7.4730 -0.58
H -8.8523 -9.5941 6.6008 0.23
H -7.6009 -9.3673 7.5548 0.28
```

=====

Version B
Here is a 13-piece molecular cluster, C13H52N14O13 overall from the OMol25 dataset. Energies are from the ωB97M-V functional and the def2-TZVPD basis.

```
92
Properties=species:S:1:pos:R:3:mulliken_charge:R:1
C 2.5725 2.8599 -1.4721 0.51
O 3.3018 3.0228 -2.6147 -0.76
N 1.6782 3.7199 -1.1046 -0.34
N 2.7253 1.7878 -0.6932 -0.07
H 1.4406 4.4451 -1.7980 0.26
H 0.8987 3.5326 -0.4804 0.24
H 3.1305 1.0024 -1.1039 0.14
H 2.2944 1.5517 0.1154 0.03
C -0.7174 0.8929 -4.0326 0.22
O -0.0782 0.6012 -2.9318 -0.62
N -1.0402 2.1387 -4.4152 -0.52
N -0.9759 -0.0400 -4.9325 -0.33
H -1.1481 2.7845 -3.5761 0.27
H -1.8343 2.3273 -5.0476 0.26
H -0.5603 -0.9902 -4.6920 0.26
H -1.1985 0.2317 -5.9018 0.18
C -0.8010 0.4241 0.3953 -0.06
O -1.6666 1.2664 -0.1299 -0.93
N -0.8455 -0.1859 1.5822 1.05
N 0.1432 -0.0641 -0.3632 2.24
H -1.6373 0.1154 2.1239 -0.12
H -0.0462 -0.5884 2.1385 -0.16
H 0.2420 0.3610 -1.3567 0.48
H 0.8874 -0.6612 -0.0268 -1.27
C 1.0760 -2.6257 -3.7679 0.33
O 0.0257 -2.4397 -4.5986 -0.91
N 2.2493 -2.8827 -4.2528 -0.34
N 0.9562 -2.6476 -2.4620 -0.08
H 2.3270 -2.8293 -5.3201 0.29
H 3.0483 -2.8901 -3.5713 0.66
H 0.0419 -2.4589 -2.0458 0.22
H 1.8852 -2.5545 -1.8944 0.28
C 3.9506 -1.8019 -2.0967 0.02
O 3.7556 -0.4611 -2.1162 -0.68
N 4.5558 -2.5751 -2.9126 -0.30
N 3.3980 -2.4640 -1.1581 -0.19
H 4.9869 -2.1563 -3.7929 0.35
H 5.0665 -3.4442 -2.6115 0.22
H 3.0024 -1.8949 -0.3937 0.13
H 3.6077 -3.5013 -0.9316 0.24
C -4.0885 1.8033 2.1565 0.37
O -3.5045 0.5037 2.3286 -0.86
N -3.6551 2.5877 1.2722 0.02
N -5.1159 2.2269 2.7857 -0.40
H -2.9982 2.1652 0.6316 0.00
H -4.0550 3.5224 1.0644 0.29
H -5.6266 1.4676 3.4026 0.33
H -5.6005 3.1658 2.6937 0.19
C -1.7913 -2.9716 -0.5007 0.26
O -2.5447 -4.0757 -0.8107 -0.83
N -1.3152 -2.1557 -1.4167 0.28
N -1.4251 -2.5551 0.6828 -0.09
H -1.8581 -2.0173 -2.2544 0.26
H -0.7338 -1.3680 -1.0378 -0.57
H -1.8064 -3.0535 1.5667 0.27
H -1.1749 -1.5101 0.9007 0.36
C 0.2374 3.2901 2.1085 0.05
O -0.4774 3.6507 0.9511 -0.38
H -0.3645 2.8105 2.8017 -0.29
H 0.6984 4.0654 2.6238 0.59
H 1.0218 2.5653 1.8991 -0.14
H -0.8477 4.4935 1.0306 0.20
C 1.5456 0.2020 3.7807 -0.41
O 1.0607 -1.0481 3.3361 -0.68
H 0.6027 0.6922 3.8880 -0.05
H 2.0159 0.8549 3.1398 0.12
H 2.2478 0.1784 4.5960 0.41
H 0.6278 -1.4065 4.0988 0.28
C 1.1068 -4.3570 1.8634 -0.95
O 1.0876 -3.2700 1.0020 -0.23
H 2.2348 -4.5255 2.1570 0.22
H 0.6885 -5.2190 1.3357 0.26
H 0.4920 -4.1521 2.6608 0.33
H 0.1751 -2.9048 0.7813 0.45
C -1.8194 1.0955 5.2500 -0.41
O -2.2093 -0.1390 4.6867 -0.57
H -2.6160 1.5309 5.7718 0.36
H -1.5085 1.7698 4.3648 -0.14
H -0.8939 1.0111 5.8330 0.27
H -2.7009 -0.0683 3.8776 0.39
C 3.8694 -0.5483 1.2437 -1.32
O 2.5316 -0.9068 0.8825 -0.60
H 4.3606 -0.3160 0.3401 0.56
H 4.4722 -1.3544 1.7369 0.14
H 3.8247 0.2858 1.8810 0.48
H 2.0892 -1.1622 1.7522 -0.05
C -4.2189 2.5487 -2.0686 0.04
O -5.0726 1.5466 -1.5986 -0.51
H -4.9156 3.4584 -2.1224 0.30
H -3.8008 2.2388 -3.0128 0.12
H -3.4346 2.6115 -1.3113 -0.16
H -5.5153 1.8336 -0.7824 0.27
```

=====

Structures ranked by computed energy, the most stable listed first: version A, version B.

=====

Version A
Here is C5H7NO3 as an isolated structure from the OMol25 dataset. Energies are from the ωB97M-V functional and the def2-TZVPD basis.

```
16
Properties=species:S:1:pos:R:3:mulliken_charge:R:1
C 0.4143 0.2527 -0.2370 0.73
C 0.4345 0.5230 1.2833 -0.57
C 1.2518 -0.9408 -0.6633 -1.75
N -1.8327 -0.6047 0.5075 -0.35
C -1.3308 -0.5073 -0.6850 0.36
C -0.9628 0.9025 1.1002 0.60
O 0.6532 1.4316 -0.9607 -0.56
O -1.5513 -0.6252 -1.8423 -0.53
O -1.6737 1.8097 1.3405 -0.44
H 1.3763 1.3217 -1.5904 0.35
H -2.8152 -0.8577 0.5834 0.25
H 0.5659 -0.3652 1.8906 0.30
H 1.0715 1.3528 1.5949 0.30
H 1.0820 -1.1688 -1.7138 0.42
H 1.0036 -1.8201 -0.0696 0.44
H 2.3134 -0.7043 -0.5382 0.45
```

=====

Version B
Here is a 2-piece molecular cluster, C5H7NO3 overall from the OMol25 dataset. Energies are from the ωB97M-V functional and the def2-TZVPD basis.

```
16
Properties=species:S:1:pos:R:3:mulliken_charge:R:1
O 2.1736 -2.9229 1.6465 -0.36
C 1.2133 -2.5045 1.1827 0.75
C 0.0580 -2.1378 0.6882 0.06
C -1.1768 -1.5060 0.8534 0.16
O -1.7893 -0.8505 1.6694 -0.59
C -0.8012 -1.7917 -0.5278 -0.42
O -0.4300 -0.8461 -1.4320 -0.53
H -1.1153 -2.6202 -0.9938 0.48
H -0.4604 -0.0351 -0.9624 0.47
C 0.7626 2.5760 -0.5422 -0.83
N -0.0457 1.4079 -0.0849 -0.58
H 1.6982 2.5714 0.0327 0.27
H 0.8892 2.2974 -1.6219 0.28
H 0.1944 3.4591 -0.3885 0.30
H -0.9954 1.4511 -0.4353 0.35
H -0.1751 1.4519 0.9160 0.18
```

SMILES: O=C=C1C(=O)[C@H]1O.CN

=====

Structures ranked by computed energy, the most stable listed first: version A, version B.